The following is a DFT calculation (wB97M-V/def2-TZVPD) of a molecular structure, C48H55ClN4OPPtSSbSe.

Structure (ORCA input):
```
! RIJCOSX wB97M-V def2-TZVPD def2/J DEFGRID3
* xyz 2 5
Pt 0.76 -0.48 0.07
Cl 1.73 2.75 0.51
C 3.22 2.32 1.33
C 3.77 3.27 2.17
C 4.99 3.00 2.79
C 5.63 1.80 2.54
C 5.06 0.86 1.69
C 3.83 1.10 1.06
P 3.08 -0.14 -0.04
C 4.11 -1.61 0.21
C 3.84 -2.41 1.31
C 4.65 -3.50 1.59
C 5.72 -3.80 0.77
C 5.99 -3.00 -0.34
C 5.19 -1.90 -0.62
C 3.42 0.44 -1.73
C 3.90 1.72 -2.00
C 4.08 2.13 -3.31
C 3.78 1.27 -4.36
C 3.31 -0.01 -4.10
C 3.12 -0.42 -2.79
H 3.26 4.21 2.34
H 5.43 3.73 3.45
H 6.58 1.59 3.01
H 5.57 -0.07 1.51
H 2.99 -2.19 1.94
H 4.44 -4.12 2.45
H 6.35 -4.65 0.98
H 6.83 -3.23 -0.98
H 5.42 -1.28 -1.47
H 4.16 2.39 -1.19
H 4.46 3.12 -3.52
H 3.93 1.59 -5.38
H 3.09 -0.69 -4.91
H 2.75 -1.42 -2.59
Se -1.58 -0.33 -0.18
S 1.03 -2.82 -0.74
C -0.38 -3.64 -0.20
N -0.96 -3.33 0.96
C -2.14 -4.01 1.49
C -2.96 -4.55 0.34
C -2.07 -5.40 -0.55
N -0.88 -4.63 -0.92
H -0.55 -2.56 1.47
H -2.71 -3.30 2.09
H -1.83 -4.83 2.15
H -3.36 -3.71 -0.24
H -3.80 -5.14 0.71
H -2.58 -5.69 -1.46
H -1.77 -6.32 -0.03
H -0.45 -4.78 -1.82
C -1.07 6.08 1.10
C -1.80 5.73 2.36
C -2.27 6.74 3.19
C -2.95 6.46 4.37
C -3.17 5.14 4.76
C -2.71 4.11 3.96
C -2.06 4.40 2.75
Sb -1.52 2.78 1.54
C -1.91 1.07 2.75
C -0.72 0.52 3.24
C -0.76 -0.59 4.07
C -1.99 -1.16 4.39
C -3.16 -0.60 3.89
C -3.15 0.52 3.06
C -4.45 1.08 2.55
C -2.08 3.28 -0.46
C -0.98 3.38 -1.30
C -1.13 3.91 -2.57
C -2.38 4.33 -2.99
C -3.48 4.21 -2.14
C -3.36 3.68 -0.86
C -4.56 3.60 0.04
H -0.59 7.06 1.20
H -1.74 6.12 0.24
H -0.28 5.36 0.87
H -2.09 7.77 2.91
H -3.30 7.27 4.99
H -3.68 4.92 5.69
H -2.86 3.08 4.27
H 0.24 0.96 2.99
H 0.16 -1.00 4.47
H -2.04 -2.02 5.04
H -4.12 -1.04 4.17
H -5.27 0.83 3.21
H -4.68 0.66 1.56
H -4.41 2.16 2.46
H 0.01 3.06 -0.98
H -0.27 4.00 -3.23
H -2.51 4.76 -3.98
H -4.45 4.54 -2.48
H -5.45 3.97 -0.46
H -4.42 4.19 0.95
H -4.75 2.57 0.33
C -2.11 0.46 -5.08
N -1.47 -0.55 -4.25
C -0.21 -0.15 -3.66
C -2.20 -1.51 -3.60
O -1.91 -1.88 -2.44
N -3.22 -2.08 -4.31
C -3.22 -2.21 -5.76
C -4.17 -2.94 -3.62
H -2.03 1.44 -4.60
H -3.17 0.24 -5.22
H -1.64 0.53 -6.07
H 0.46 0.21 -4.45
H 0.25 -0.99 -3.16
H -0.34 0.66 -2.94
H -2.28 -1.83 -6.17
H -4.05 -1.67 -6.22
H -3.31 -3.26 -6.02
H -4.10 -2.77 -2.55
H -3.97 -3.99 -3.82
H -5.18 -2.71 -3.95
*
```

Summary:
**HOMO level (spin up / spin down)**: -11.7962 / -12.7947 eV
**Calculated total energy**: -6116.5746 a.u.
**⟨S²⟩**: 6.018
**LUMO level (spin up / spin down)**: -4.322 / -7.128 eV

---

The following is a DFT calculation (wB97M-V/def2-TZVPD) of a molecular structure, C48H55HfN3OPS2Si2.

Structure (ORCA input):
```
! RIJCOSX wB97M-V def2-TZVPD def2/J DEFGRID3
* xyz 3 1
Hf -0.45 0.40 0.15
S -1.08 -2.05 1.18
C -1.10 -2.05 2.85
N -1.67 -3.00 3.53
C -1.65 -2.97 5.01
C -0.30 -2.51 5.45
N -0.03 -1.18 4.84
C 0.69 -0.19 5.70
C -0.25 0.61 6.56
C -0.69 0.10 7.78
C -1.57 0.83 8.57
C -2.00 2.08 8.14
C -1.54 2.60 6.94
C -0.67 1.87 6.15
C -0.43 -0.93 3.63
S -0.23 0.57 2.89
C -2.42 -4.11 2.87
C -3.76 -3.68 2.33
C -4.52 -2.70 2.95
C -5.79 -2.40 2.46
C -6.30 -3.09 1.37
C -5.53 -4.07 0.74
C -4.26 -4.35 1.22
H -1.85 -3.97 5.38
H -2.44 -2.31 5.36
H 0.49 -3.20 5.15
H -0.27 -2.39 6.53
H 1.28 0.43 5.04
H 1.37 -0.79 6.31
H -0.32 -0.85 8.15
H -1.90 0.44 9.52
H -2.68 2.65 8.76
H -1.86 3.59 6.63
H -0.30 2.29 5.22
H -2.52 -4.89 3.62
H -1.79 -4.51 2.07
H -4.16 -2.17 3.82
H -6.39 -1.65 2.95
H -7.29 -2.87 1.00
H -5.92 -4.61 -0.11
H -3.66 -5.12 0.73
C -3.35 1.64 0.22
Si -3.50 0.27 -1.06
C -4.04 -1.24 -0.17
C -4.66 0.59 -2.44
C -1.70 0.21 -1.63
C -1.34 1.59 -2.11
C -1.68 2.21 -3.30
C -1.19 3.48 -3.55
C -0.37 4.11 -2.62
C -0.07 3.45 -1.45
N -0.56 2.22 -1.21
Si -0.90 -1.08 -2.82
C 0.66 -0.28 -3.44
C -2.01 -1.64 -4.16
C -0.27 -2.49 -1.79
H -4.29 1.81 0.76
H -3.01 2.60 -0.18
H -2.65 1.36 1.05
H -5.14 -1.24 -0.12
H -3.69 -1.28 0.86
H -3.75 -2.17 -0.67
H -5.68 0.68 -2.04
H -4.65 -0.25 -3.13
H -4.44 1.50 -3.00
H -2.31 1.70 -4.02
H -1.45 3.99 -4.47
H 0.03 5.10 -2.79
H 0.55 3.91 -0.69
H 0.50 0.55 -4.13
H 1.29 -1.02 -3.93
H 1.24 0.11 -2.59
H -2.39 -0.80 -4.74
H -2.86 -2.21 -3.77
H -1.46 -2.30 -4.85
H 0.52 -2.19 -1.08
H 0.23 -3.22 -2.44
H -1.04 -3.03 -1.24
O 1.53 0.93 0.35
P 2.47 2.11 0.85
C 1.48 3.29 1.76
C 0.09 3.30 1.72
C -0.68 4.22 2.39
C -0.03 5.21 3.13
C 1.35 5.23 3.20
C 2.11 4.28 2.53
C 3.73 1.54 1.93
C 4.95 1.14 1.38
C 5.97 0.69 2.22
C 5.77 0.65 3.59
C 4.55 1.05 4.14
C 3.53 1.49 3.32
C 3.21 2.87 -0.56
C 3.94 4.06 -0.41
C 4.52 4.65 -1.52
C 4.39 4.06 -2.77
C 3.68 2.87 -2.92
C 3.09 2.28 -1.82
H -0.44 2.55 1.13
H -1.76 4.19 2.34
H -0.61 5.95 3.66
H 1.85 5.99 3.78
H 3.19 4.30 2.62
H 5.12 1.19 0.31
H 6.91 0.39 1.79
H 6.57 0.31 4.24
H 4.42 1.03 5.22
H 2.60 1.83 3.75
H 4.07 4.52 0.56
H 5.09 5.56 -1.40
H 4.85 4.52 -3.63
H 3.60 2.41 -3.90
H 2.56 1.34 -1.93
*
```

Summary:
**HOMO level**: -15.6398 eV
**Calculated total energy**: -3865.6854 a.u.
**LUMO level**: -8.811 eV

---

The following is a DFT calculation (wB97M-V/def2-TZVPD) of a molecular structure, C48H56AsF6N8.

Structure (ORCA input):
```
! RIJCOSX wB97M-V def2-TZVPD def2/J DEFGRID3
* xyz 7 1
C -3.15 3.28 7.04
N -1.94 2.62 6.51
C -0.79 2.67 7.19
C 0.31 1.98 6.72
C 0.19 1.08 5.68
C -1.08 0.93 5.10
C -2.10 1.76 5.47
C 1.37 0.44 5.05
C 2.36 -0.10 5.87
C 3.43 -0.78 5.37
N 3.54 -0.93 4.04
C 2.67 -0.34 3.20
C 1.57 0.32 3.65
C 4.73 -1.62 3.50
H -3.55 4.01 6.34
H -2.97 3.78 7.98
H -3.93 2.53 7.18
H -0.82 3.38 8.00
H 1.26 2.10 7.22
H -1.28 0.17 4.35
H -3.07 1.73 4.99
H 2.26 0.00 6.94
H 4.17 -1.26 6.01
H 2.89 -0.48 2.15
H 0.82 0.76 3.00
H 4.99 -1.16 2.55
H 4.48 -2.67 3.31
H 5.52 -1.73 4.25
C -4.54 11.12 0.37
N -4.40 9.63 0.43
C -3.19 9.08 0.18
C -3.08 7.72 0.04
C -4.22 6.93 0.00
C -5.46 7.52 0.25
C -5.51 8.89 0.44
C -4.12 5.46 -0.28
C -3.02 4.68 0.12
C -3.00 3.33 -0.19
N -4.03 2.76 -0.82
C -5.13 3.47 -1.15
C -5.16 4.82 -0.93
C -4.03 1.32 -1.23
H -5.20 11.50 1.15
H -5.00 11.31 -0.59
H -3.56 11.57 0.44
H -2.36 9.78 0.23
H -2.06 7.38 -0.09
H -6.34 6.90 0.23
H -6.43 9.44 0.57
H -2.23 5.10 0.72
H -2.13 2.73 0.04
H -5.92 2.93 -1.65
H -6.04 5.35 -1.27
H -3.05 0.99 -1.57
H -4.70 1.27 -2.08
H -4.35 0.68 -0.41
C -7.09 -7.93 -4.69
N -5.82 -7.60 -4.00
C -4.84 -8.50 -3.98
C -3.67 -8.26 -3.28
C -3.46 -7.04 -2.68
C -4.48 -6.07 -2.77
C -5.63 -6.39 -3.43
C -2.22 -6.74 -1.90
C -2.24 -6.19 -0.62
C -1.06 -5.75 -0.04
N 0.10 -5.99 -0.65
C 0.16 -6.69 -1.80
C -0.98 -7.10 -2.43
C 1.35 -5.48 -0.06
H -7.06 -8.98 -4.95
H -7.24 -7.27 -5.53
H -7.93 -7.88 -3.99
H -4.97 -9.43 -4.51
H -2.93 -9.05 -3.32
H -4.35 -5.06 -2.41
H -6.42 -5.67 -3.61
H -3.15 -5.86 -0.13
H -1.07 -5.16 0.86
H 1.14 -6.75 -2.25
H -0.96 -7.52 -3.43
H 1.15 -4.96 0.86
H 1.92 -4.91 -0.79
H 2.00 -6.34 0.12
C 1.65 -0.27 -2.72
N 3.14 -0.14 -2.70
C 3.92 -1.21 -2.49
C 5.30 -1.09 -2.53
C 5.92 0.13 -2.82
C 5.05 1.20 -3.05
C 3.68 1.05 -2.98
C 7.40 0.29 -2.90
C 8.20 -0.74 -3.37
C 9.57 -0.63 -3.33
N 10.15 0.48 -2.85
C 9.40 1.51 -2.40
C 8.03 1.44 -2.43
C 11.62 0.62 -2.87
H 1.21 -0.99 -2.03
H 1.44 -0.49 -3.76
H 1.22 0.69 -2.46
H 3.44 -2.16 -2.33
H 5.87 -1.97 -2.26
H 5.42 2.14 -3.44
H 3.06 1.94 -3.00
H 7.78 -1.63 -3.81
H 10.23 -1.39 -3.73
H 9.95 2.39 -2.10
H 7.44 2.25 -2.01
H 12.00 1.14 -3.75
H 12.06 -0.37 -2.90
H 11.96 1.05 -1.93
As -1.43 -1.55 0.37
F -1.86 -1.00 -1.21
F -2.76 -2.63 0.45
F -1.07 -2.00 2.01
F 0.00 -0.53 0.44
F -2.40 -0.25 1.02
F -0.43 -2.81 -0.31
*
```

Summary:
**HOMO level**: -22.7108 eV
**Calculated total energy**: -5133.1126 a.u.
**LUMO level**: -14.246 eV